{
  "formula": "C30H33F5N10NdO2PS",
  "method": "ωB97M-V/def2-TZVPD",
  "mol_weight_g_mol": 867.93,
  "multiplicity": 4,
  "energy_ev": -99616.1003,
  "de_lowest_ev": 0.2440,
  "charge": 2,
  "orbital_gap_ev": [7.5, 7.5],
  "homo_ev": [-12.958, -12.957],
  "elements": ["Nd", "C", "C", "N", "C", "S", "N", "N", "C", "C", "C", "C", "C", "C", "C", "N", "H", "H", "H", "H", "H", "H", "H", "H", "H", "H", "H", "H", "H", "O", "N", "O", "C", "C", "C", "C", "C", "C", "N", "C", "C", "N", "C", "C", "C", "C", "H", "H", "H", "H", "H", "H", "H", "C", "N", "C", "N", "C", "N", "C", "P", "C", "C", "H", "H", "H", "H", "H", "H", "H", "H", "H", "H", "H", "H", "H", "F", "C", "F", "C", "F", "F", "F"],
  "xyz": [[0.0940, 0.4646, -0.5967], [3.4840, -1.7901, 4.4263], [2.2654, -2.5886, 3.9750], [2.0963, -2.6159, 2.5228], [1.4681, -1.6559, 1.8214], [1.1305, -2.0381, 0.1468], [1.2418, -0.5186, 2.4360], [0.3841, 0.3540, 1.8374], [0.1243, 1.4502, 2.4796], [0.8485, 1.8697, 3.7168], [-0.9862, 2.2608, 1.9498], [-1.4976, 3.3418, 2.6556], [-2.6330, 3.9832, 2.1863], [-3.2262, 3.5301, 1.0195], [-2.6314, 2.4778, 0.3483], [-1.5372, 1.8537, 0.7854], [3.5196, -1.7610, 5.5153], [3.4141, -0.7653, 4.0626], [4.4092, -2.2420, 4.0661], [1.3662, -2.1644, 4.4225], [2.3564, -3.6216, 4.3059], [2.2288, -3.4900, 2.0437], [1.3742, 2.8094, 3.5316], [1.5650, 1.1027, 3.9894], [0.1586, 2.0215, 4.5474], [-1.0200, 3.6751, 3.5650], [-3.0512, 4.8215, 2.7268], [-4.1217, 3.9910, 0.6284], [-3.0419, 2.1187, -0.5890], [-5.0337, -4.1478, -4.8940], [-5.0546, -3.4595, -3.8983], [-6.0165, -3.2849, -3.1766], [-3.8342, -2.6712, -3.6176], [-3.0875, -2.3292, -4.6861], [-1.8876, -1.5794, -4.5323], [-1.0732, -1.2575, -5.6310], [0.1176, -0.6211, -5.4034], [0.4706, -0.3089, -4.0896], [-0.2950, -0.5482, -3.0368], [-1.4785, -1.1739, -3.2520], [-2.3228, -1.4715, -2.1183], [-1.9474, -0.9870, -0.9108], [-2.6494, -1.3315, 0.1570], [-3.7478, -2.1831, 0.1028], [-4.1723, -2.6465, -1.1161], [-3.4746, -2.2699, -2.2826], [-3.3935, -2.6504, -5.6727], [-1.3943, -1.5229, -6.6303], [0.7819, -0.3619, -6.2152], [1.4235, 0.1664, -3.9012], [-2.3145, -0.9212, 1.1040], [-4.2645, -2.4587, 1.0107], [-5.0340, -3.2886, -1.1866], [6.3624, 1.1296, 0.3912], [5.9326, 1.0916, -1.0801], [6.2615, -0.3040, -1.6194], [5.6362, -1.3013, -0.8318], [6.0495, -1.2070, 0.5648], [5.7182, 0.1013, 1.1223], [4.2813, 0.2966, 1.2920], [3.3299, 0.1882, -0.3175], [4.4774, 1.3978, -1.2160], [4.1842, -1.3471, -0.9704], [6.1165, 2.1155, 0.7850], [7.4433, 0.9865, 0.4070], [6.4695, 1.7856, -1.6031], [7.3467, -0.4068, -1.5857], [5.9185, -0.3497, -2.6526], [7.1269, -1.3648, 0.6363], [5.5441, -1.9800, 1.1412], [4.0982, 1.2830, 1.7252], [3.8988, -0.4488, 1.9877], [4.2961, 2.3956, -0.8121], [4.2201, 1.4152, -2.2757], [3.9101, -1.4779, -2.0209], [3.8014, -2.2087, -0.4318], [-0.6022, 2.1787, -1.9611], [0.6848, 2.8059, -2.2256], [1.5258, 1.6046, -2.1771], [1.0394, 3.4823, -0.9278], [0.0565, 4.1973, -0.4213], [1.3645, 2.5084, 0.1287], [2.1400, 4.2027, -1.0019]]
}